No. 1
ORCA calculation (ωB97M-V/def2-TZVPD) on a structure of composition C19H14Cl2N2NbO2PS5Sb at a distorted geometry.

```
47
C19H14Cl2N2NbO2PS5Sb | OMol25 | ωB97M-V/def2-TZVPD
Nb -1.2637 -1.8407 2.2965
O 0.4068 -1.9685 1.2317
C -0.0635 -1.6034 0.0092
O -1.3000 -1.7309 -0.1963
C 0.9912 -1.0737 -0.8633
P 1.0917 0.7675 -0.6409
C 1.0565 1.4614 -2.2721
C -0.1725 2.0072 -2.7622
C -0.3497 2.3438 -4.0743
C 0.7379 2.1538 -4.9547
C 1.9865 1.7528 -4.4556
C 2.1747 1.4594 -3.1210
C 2.7372 1.1425 -0.0643
C 2.7523 2.4429 0.5518
C 3.9469 3.0528 0.9221
C 5.1470 2.3636 0.8150
C 5.1660 1.0352 0.3619
C 3.9779 0.4280 -0.0852
H 0.5886 -1.2011 -1.9150
H 1.8779 -1.6529 -0.6834
H -0.9904 2.2403 -2.0430
H -1.3369 2.6847 -4.4107
H 0.5448 2.2496 -6.0026
H 2.7781 1.5817 -5.1495
H 3.1570 1.2512 -2.7138
H 1.8303 3.0336 0.5728
H 3.9128 4.1249 1.3722
H 6.0684 2.8770 1.0524
H 6.0638 0.4610 0.3932
H 4.0600 -0.6218 -0.4263
Cl -3.5639 2.9076 -1.8142
C -4.1774 1.3121 -2.2563
Cl -4.7941 1.2816 -3.9385
H -4.9576 1.0310 -1.5548
H -3.3922 0.5349 -2.1267
S -3.4243 -1.1600 5.5479
Sb -1.1549 -0.2133 4.8911
S -0.1786 -2.4969 4.4563
S -1.8314 0.3852 2.5221
S -1.9945 -4.1613 2.0668
C -3.0680 -4.5101 3.3862
C -3.2796 -5.8842 3.7597
N -3.6355 -6.9505 4.0196
C -3.9067 -3.6006 3.9899
S -3.6703 -1.9444 3.3937
C -4.8445 -3.8708 5.0649
N -5.7042 -3.8820 5.8477
```

Computed properties:
Energy relative to the best compared isomer or geometry (same formula, charge and spin): 4.3 kcal per mole
Highest occupied orbital energy (spin up / spin down): -8.1 / -8.7 eV
Gap between HOMO and LUMO (spin up / spin down): 0.2288 / 0.2475 Eh
Largest force on an atom: 0.0562 hartree/bohr
Multiplicity: 2

---

No. 2
ORCA calculation (ωB97M-V/def2-TZVPD) on a cluster of 13 separate species, C75H183N13O17 in total at a distorted geometry.

```
288
C75H183N13O17 | OMol25 | ωB97M-V/def2-TZVPD
C 5.3622 -7.0448 1.0771
C 3.9356 -6.8074 0.8947
C 3.6737 -5.6116 0.0155
O 4.3824 -5.5988 -1.2311
C 4.1369 -4.3845 -1.9750
N 3.3580 -8.0003 0.2046
H 5.9237 -6.2415 1.5837
H 5.8135 -7.1735 0.1685
H 5.5093 -7.9235 1.6955
H 3.4119 -6.6786 1.8493
H 3.9513 -4.7884 0.6494
H 2.6165 -5.4974 -0.1524
H 4.2181 -3.4522 -1.3733
H 3.1742 -4.3610 -2.4943
H 4.9457 -4.3228 -2.6912
H 3.8220 -8.2618 -0.6902
H 2.3654 -7.9017 -0.0011
C -3.8361 -1.4584 -1.7695
C -4.9703 -1.5415 -2.7617
C -5.4271 -0.1254 -3.0215
O -4.3218 0.6395 -3.5489
C -4.6898 2.0514 -3.7927
N -4.5916 -2.2334 -3.9819
H -3.6312 -2.4202 -1.3400
H -4.2933 -0.9482 -0.8745
H -3.0742 -0.8944 -2.2094
H -5.8461 -2.0655 -2.3252
H -5.8445 0.3387 -2.1179
H -6.1829 -0.1932 -3.8031
H -5.3717 2.0691 -4.6687
H -3.7118 2.5098 -3.9455
H -5.2349 2.3909 -2.9313
H -3.9191 -1.6605 -4.4810
H -5.4416 -2.3770 -4.5420
C -4.3634 1.2754 1.4167
C -3.8333 2.3700 2.3009
C -4.9303 2.8051 3.3515
O -5.2176 1.6642 4.1908
C -5.5752 2.0267 5.5337
N -2.5734 2.0210 2.8910
H -3.6455 1.0611 0.6189
H -5.3288 1.5789 1.0137
H -4.5554 0.3138 1.9726
H -3.7174 3.1853 1.6289
H -5.8995 3.1843 2.9562
H -4.3372 3.5444 3.9927
H -6.5695 2.5198 5.4966
H -4.7615 2.6187 5.9800
H -5.6710 1.0987 6.1010
H -2.2041 2.8562 3.3982
H -2.7222 1.2108 3.4608
C 2.3195 -3.7863 -5.1499
C 3.1776 -2.8151 -5.9941
C 2.2832 -1.7642 -6.6335
O 3.1039 -0.9425 -7.5251
C 2.7089 -1.0655 -8.8734
N 4.1981 -2.4145 -5.0309
H 1.5552 -4.2242 -5.7963
H 1.8412 -3.2616 -4.3110
H 3.0194 -4.5184 -4.7170
H 3.7755 -3.2736 -6.7750
H 1.8614 -1.1019 -5.8606
H 1.4865 -2.2179 -7.2212
H 2.6835 -2.1126 -9.2490
H 3.4234 -0.5440 -9.5337
H 1.7097 -0.7023 -9.0955
H 4.7319 -1.5861 -5.3245
H 3.7410 -2.0842 -4.1738
C 1.4629 -1.7085 6.6485
C 0.0385 -1.3060 6.1596
C 0.1190 -0.2005 5.1525
O 0.7019 0.9755 5.6867
C -0.1427 1.6944 6.5859
N -0.7382 -2.3965 5.5272
H 2.1169 -0.9054 6.9027
H 2.0208 -2.3059 5.9732
H 1.2986 -2.3331 7.5526
H -0.5452 -0.8965 7.0526
H -0.8706 0.0845 4.7880
H 0.7077 -0.4426 4.2460
H -0.9870 2.1108 6.0585
H 0.4261 2.4593 7.1144
H -0.5873 1.0438 7.3799
H -0.2898 -3.2369 5.8558
H -1.7272 -2.3969 5.7791
C 5.5475 1.9413 3.1799
C 4.2374 1.1764 3.0044
C 4.3103 -0.1886 3.7259
O 5.3879 -0.9481 3.2523
C 5.1360 -2.0543 2.3755
N 3.0880 1.8686 3.5677
H 5.5555 2.9728 2.8905
H 6.3829 1.4050 2.6864
H 5.7555 1.8691 4.2385
H 4.0583 1.0591 1.8865
H 3.3540 -0.6624 3.6447
H 4.4618 0.0406 4.8520
H 4.3451 -1.7405 1.6422
H 4.7322 -2.9318 2.9305
H 6.0867 -2.2114 1.8660
H 3.2875 1.9791 4.5914
H 2.1913 1.4024 3.5333
C 7.7343 0.4826 -1.0635
C 6.6714 1.4076 -1.6188
C 5.4809 1.5057 -0.6524
C 4.3024 2.4848 -1.1436
C 5.0276 3.8842 -1.2652
C 6.2082 3.8363 -2.2652
N 7.1705 2.7704 -1.7929
O 8.2192 2.7330 -2.7818
C 5.5774 3.5971 -3.6518
C 7.0023 5.1487 -2.3597
C 6.2036 0.7079 -2.9311
H 8.2208 0.9110 -0.1347
H 8.5095 0.1988 -1.7872
H 7.2174 -0.3782 -0.6357
H 5.1453 0.4989 -0.4400
H 5.8284 1.9031 0.3035
H 3.6272 2.4843 -0.3244
H 3.7708 2.1760 -2.0576
H 5.4501 4.2156 -0.3061
H 4.3192 4.6112 -1.6224
H 4.9663 2.7206 -3.7876
H 5.0049 4.4747 -3.9311
H 6.3774 3.5600 -4.3965
H 7.7619 5.0414 -3.1472
H 6.2601 5.8938 -2.5756
H 7.4904 5.3852 -1.3838
H 5.2850 1.1313 -3.3988
H 5.8974 -0.3506 -2.7358
H 6.9097 0.7668 -3.7656
H 9.1036 2.6901 -2.3681
C -3.2522 5.7847 -2.0182
C -1.8703 5.4219 -1.6717
C -1.9051 4.8160 -0.2202
C -0.5901 4.0616 0.1655
C -0.3348 3.0442 -0.9589
C -0.2153 3.6508 -2.3462
N -1.4513 4.3959 -2.5926
O -1.5658 4.9462 -3.9113
C 1.1674 4.4422 -2.3458
C -0.1400 2.4515 -3.2758
C -0.9600 6.6954 -1.6295
H -3.2455 6.2471 -3.0527
H -3.6772 6.4222 -1.2616
H -3.7928 4.8581 -2.1439
H -2.1951 5.6896 0.3900
H -2.7541 4.1532 -0.2002
H -0.7591 3.5932 1.1187
H 0.1967 4.7988 0.1581
H -1.1442 2.2661 -0.8752
H 0.6369 2.5722 -0.6849
H 1.1937 5.2194 -1.5875
H 1.8770 3.6966 -2.0245
H 1.4969 4.8565 -3.3650
H 0.7426 1.8923 -3.0440
H -1.0237 1.8659 -3.1511
H -0.0437 2.8377 -4.2705
H -0.8626 7.1294 -2.6111
H 0.0349 6.6141 -1.1421
H -1.5652 7.4346 -1.0734
H -0.7775 5.4941 -4.1616
C 0.2881 -0.9399 -1.9063
C 1.3402 -1.1388 -0.8201
C 1.4407 0.0646 0.1237
C 0.3520 0.1218 1.1659
C 0.3743 -1.2968 1.9414
C 0.2595 -2.4865 1.0207
N 1.1889 -2.3784 -0.0442
O 1.2922 -3.5384 -0.8415
C 0.6022 -3.8238 1.8333
C -1.1949 -2.6853 0.5974
C 2.7129 -1.2629 -1.6007
H 0.5984 -0.1754 -2.6513
H -0.6804 -0.7403 -1.4367
H 0.1271 -1.8301 -2.5054
H 2.4742 0.1593 0.5386
H 1.2538 0.9615 -0.4735
H -0.6215 0.3517 0.7109
H 0.6612 0.8915 1.9146
H -0.3547 -1.2478 2.7636
H 1.3860 -1.3566 2.3794
H 0.6932 -4.6528 1.1365
H 1.6139 -3.7805 2.3151
H -0.1336 -3.9537 2.6423
H -1.2588 -3.6118 -0.0714
H -1.8912 -2.8406 1.4335
H -1.4714 -1.8661 -0.0266
H 2.7654 -2.1180 -2.3088
H 3.4056 -1.5120 -0.8156
H 2.9956 -0.3908 -2.1409
H 0.4843 -3.6424 -1.4278
C 0.0121 0.5623 -11.0018
O -1.3484 0.2075 -10.7186
C -2.2069 1.3480 -10.7315
C -2.4900 1.8423 -9.2872
N -3.0541 0.8415 -8.4369
C -3.1003 1.2941 -6.9933
C -1.7580 1.4771 -6.2571
O -0.9207 0.3340 -6.2563
C -1.4622 -0.7244 -5.5342
H 0.3884 1.2287 -10.2536
H 0.1016 1.0621 -11.9319
H 0.5686 -0.3665 -10.9631
H -3.0973 1.0115 -11.2645
H -1.7528 2.1852 -11.3256
H -3.1893 2.7182 -9.3618
H -1.5637 2.3434 -8.8585
H -2.5300 -0.0326 -8.4349
H -3.8436 0.7146 -6.4508
H -3.5843 2.2490 -6.9303
H -1.9257 1.8415 -5.2300
H -1.1698 2.2744 -6.7888
H -0.7357 -1.5802 -5.6227
H -2.3803 -1.0925 -6.0716
H -1.6281 -0.4502 -4.4998
C -1.4222 -3.9848 -3.8627
O -0.4657 -4.3852 -2.9039
C -0.0349 -5.7907 -2.8858
C -0.5057 -6.3740 -1.5878
N -1.9698 -6.3826 -1.5156
C -2.4104 -6.7757 -0.1862
C -3.7931 -6.2803 0.1039
O -3.7983 -4.8816 0.2666
C -5.1405 -4.4105 0.2719
H -1.0595 -3.9097 -4.8707
H -1.7357 -3.0218 -3.5266
H -2.3233 -4.6202 -3.7619
H 1.0897 -5.8754 -2.9146
H -0.3102 -6.2829 -3.8308
H -0.0435 -5.8421 -0.6985
H -0.2611 -7.4343 -1.5260
H -2.3404 -5.4304 -1.7107
H -1.6674 -6.3869 0.5611
H -2.2630 -7.8487 -0.0890
H -4.0101 -6.8082 1.0280
H -4.4420 -6.6205 -0.6400
H -5.1118 -3.3172 0.3704
H -5.6735 -4.8004 1.1288
H -5.6512 -4.7735 -0.6192
C -6.2260 -5.0487 11.2798
O -5.8278 -3.8290 10.7126
C -4.4132 -3.6576 10.8773
C -3.8876 -2.5107 10.0256
N -3.9898 -2.7216 8.5865
C -5.2096 -2.3051 7.9371
C -5.1675 -2.4915 6.3806
O -3.9911 -2.0356 5.7539
C -4.0803 -2.1073 4.3503
H -5.9220 -5.0384 12.3453
H -5.8219 -5.9421 10.7622
H -7.3178 -4.9877 11.2215
H -3.9004 -4.4988 10.5060
H -4.1995 -3.3991 11.9428
H -2.8331 -2.4509 10.2173
H -4.3633 -1.5953 10.3427
H -3.3242 -2.0901 8.1210
H -5.4551 -1.2646 8.1023
H -6.0565 -2.9415 8.1465
H -6.1403 -2.1224 6.0037
H -5.1643 -3.6255 6.2359
H -4.1045 -3.1336 3.9125
H -3.2970 -1.5568 3.8679
H -5.0276 -1.7501 4.0198
C 3.0759 4.9566 2.4076
O 1.9763 5.4268 3.1999
C 1.4126 4.3522 3.9164
C 0.2810 4.8778 4.7856
N -0.9921 5.0659 4.1741
C -1.1922 6.3138 3.4852
C -2.6390 6.5392 3.2441
O -3.4386 6.5123 4.3951
C -3.3794 7.6673 5.0913
H 3.5227 5.7206 1.8220
H 2.7848 4.1560 1.7238
H 3.8461 4.4674 3.0138
H 2.1867 3.9083 4.5810
H 1.0243 3.5410 3.2661
H 0.5477 5.7905 5.3512
H 0.1511 4.0391 5.5275
H -1.7301 4.9390 4.9067
H -0.7813 6.2538 2.4613
H -0.6914 7.1503 3.9540
H -2.8900 5.7099 2.6322
H -2.7509 7.4514 2.7544
H -3.3829 8.4861 4.3949
H -2.4724 7.6275 5.7258
H -4.2511 7.8076 5.7152
```

Computed properties:
Energy relative to the best compared isomer or geometry (same formula, charge and spin): 0.0 kcal per mole
Highest occupied orbital energy: -8.1 eV
Gap between HOMO and LUMO: 0.3110 Eh
Largest force on an atom: 0.0661 hartree/bohr

---

No. 3
ORCA calculation (ωB97M-V/def2-TZVPD) on a structure of composition C43H55F4N3O2PPbS at a distorted geometry.

```
110
C43H55F4N3O2PPbS | OMol25 | ωB97M-V/def2-TZVPD
Pb 0.8323 -0.1931 -0.4575
C -3.2036 3.8781 2.4421
C -1.9461 3.0168 2.2398
N -2.2237 1.6157 2.0608
C -3.0413 1.2440 0.9318
C -2.5615 1.7888 -0.4080
C -2.3807 0.8029 3.2391
C -1.1121 0.6940 4.1020
N -0.2555 -0.3578 3.6773
C 0.9941 -0.2889 3.5120
C 1.8284 0.9146 3.3720
F 1.2035 1.9961 2.8511
C 3.1438 0.9501 3.6121
F 3.8656 2.0344 3.3382
C 3.9140 -0.2545 4.0055
C 3.1163 -1.5358 4.2417
F 2.9843 -1.9072 5.5208
C 1.7641 -1.5975 3.4659
F 0.9871 -2.5742 4.0028
H -2.9002 4.9013 2.6455
H -3.7806 3.5134 3.2882
H -3.8276 3.8737 1.5526
H -1.2922 3.1429 3.1015
H -1.4103 3.3772 1.3591
H -4.0771 1.5837 1.0935
H -3.0718 0.1525 0.8786
H -2.5860 2.8727 -0.4558
H -3.2144 1.4060 -1.1865
H -1.5458 1.4508 -0.6315
H -2.6783 -0.2037 2.9419
H -3.1773 1.2160 3.8729
H -1.4344 0.3555 5.0946
H -0.6276 1.6692 4.2152
H 4.6088 -0.0459 4.8215
C 4.1110 -2.3702 3.3585
C 4.6194 -0.9829 2.8065
C 3.8985 -0.6068 1.5636
N 2.7609 -1.0580 1.2271
C 2.1938 -2.1338 2.0494
C 3.2809 -3.0669 2.4069
H 4.8619 -2.9348 3.8984
H 5.6974 -0.8570 2.7400
H 4.3500 0.1587 0.9414
H 1.3462 -2.5781 1.5297
H 3.4160 -4.0603 2.0221
O 1.4203 -2.5060 -1.0616
H 2.1679 -2.8305 -1.5787
H 0.6019 -2.6654 -1.5720
C 4.6698 1.0953 -2.4225
C 3.5421 2.1126 -2.2709
C 3.5140 2.6550 -0.8385
C 3.7351 3.2787 -3.2348
P 1.8749 1.2399 -2.6048
C 0.7259 2.6640 -2.6618
C 0.2665 3.2779 -3.8226
C -0.4660 4.4509 -3.7453
C -0.7118 5.0465 -2.5200
C -0.2777 4.4311 -1.3565
C 0.4130 3.2359 -1.4246
C 1.8429 0.2045 -4.2025
C 2.3891 0.8957 -5.4482
C 0.3732 -0.1835 -4.3885
C 2.6719 -1.0634 -3.9467
H 5.6075 1.5448 -2.1015
H 4.7955 0.8012 -3.4601
H 4.4965 0.2033 -1.8204
H 4.5143 2.9827 -0.5628
H 3.1898 1.9006 -0.1158
H 2.8639 3.5226 -0.7558
H 4.6713 3.7804 -3.0028
H 2.9399 4.0136 -3.1379
H 3.7855 2.9552 -4.2689
H 0.4780 2.8639 -4.7949
H -0.8221 4.9129 -4.6516
H -1.2302 5.9893 -2.4676
H -0.4625 4.8932 -0.3986
H 0.7248 2.7418 -0.5071
H 1.8799 1.8209 -5.6949
H 2.2700 0.2237 -6.2957
H 3.4508 1.1015 -5.3524
H -0.2763 0.6871 -4.4444
H 0.0319 -0.8129 -3.5685
H 0.2635 -0.7474 -5.3124
H 3.6846 -0.9512 -4.3208
H 2.2255 -1.9025 -4.4745
H 2.7313 -1.2994 -2.8844
O -0.9037 -1.4152 -1.6932
S -2.1965 -2.2684 -1.5447
C -2.1978 -3.2643 -3.0660
C -1.0955 -4.0735 -3.3101
C -1.0677 -4.8824 -4.4329
C -2.1536 -4.9113 -5.2953
C -3.2728 -4.1422 -5.0203
C -3.3014 -3.3185 -3.9046
C -3.5738 -1.1710 -1.9309
C -4.7220 -1.3326 -1.1681
C -5.8572 -0.6054 -1.4915
C -5.8363 0.2740 -2.5640
C -4.6749 0.4451 -3.3047
C -3.5338 -0.2773 -2.9919
H -0.2661 -4.0941 -2.6174
H -0.2079 -5.5058 -4.6228
H -2.1326 -5.5496 -6.1645
H -4.1339 -4.1852 -5.6695
H -4.1846 -2.7342 -3.7011
H -4.7302 -2.0441 -0.3555
H -6.7561 -0.7324 -0.9115
H -6.7304 0.8129 -2.8360
H -4.6625 1.1252 -4.1416
H -2.6314 -0.1795 -3.5769
```

Computed properties:
Net charge: +3
Energy relative to the best compared isomer or geometry (same formula, charge and spin): 92.3 kcal per mole
Highest occupied orbital energy: -14.3 eV
Gap between HOMO and LUMO: 0.1042 Eh
Largest force on an atom: 0.0413 hartree/bohr

---

No. 4
ORCA calculation (ωB97M-V/def2-TZVPD) on a cluster of 2 separate species, C2H4NP in total at a distorted geometry.

```
8
C2H4NP | OMol25 | ωB97M-V/def2-TZVPD
C 1.0112 0.5040 -0.1147
C 2.0774 -0.3562 -0.3874
N 1.9113 -0.0428 0.8563
P -2.3351 -0.1849 0.0797
H -1.0246 -0.5720 0.8342
H 2.7743 -0.7263 -1.0192
H -1.4791 0.3656 -0.7561
H -2.9353 1.0126 0.5072
```

Computed properties:
Energy relative to the best compared isomer or geometry (same formula, charge and spin): 110.6 kcal per mole
Highest occupied orbital energy: -9.1 eV
Gap between HOMO and LUMO: 0.3394 Eh
Largest force on an atom: 0.0654 hartree/bohr

---

No. 5
ORCA calculation (ωB97M-V/def2-TZVPD) on a cluster of 2 separate species, CH4OS2 in total at a distorted geometry.

```
8
CH4OS2 | OMol25 | ωB97M-V/def2-TZVPD
C -1.6430 0.3361 0.1498
O -1.1900 -0.7248 -0.5896
S 2.8479 0.4500 -0.0656
S -1.1330 0.6071 1.6815
H -2.3812 0.8575 -0.3947
H -0.7296 -1.3016 -0.0571
H 1.5070 0.5327 -0.2062
H 2.7218 -0.7570 -0.5181
```

Computed properties:
Energy relative to the best compared isomer or geometry (same formula, charge and spin): 8.4 kcal per mole
Highest occupied orbital energy: -9.5 eV
Gap between HOMO and LUMO: 0.3430 Eh
Largest force on an atom: 0.0879 hartree/bohr

---

No. 6
ORCA calculation (ωB97M-V/def2-TZVPD) on a cluster of 3 separate species, C3H13NO2 in total at a distorted geometry.

```
19
C3H13NO2 | OMol25 | ωB97M-V/def2-TZVPD
C -1.5351 -0.1447 -0.9831
C -0.6783 0.7801 -0.0894
N 0.6572 0.8544 -0.6669
C 1.4075 2.0080 -0.1857
H -1.1680 -0.1140 -2.0144
H -2.5747 0.1902 -1.0444
H -1.6364 -1.1915 -0.6371
H -0.7654 0.5199 0.9632
H -1.1963 1.7580 -0.1601
H 0.6470 0.8294 -1.6688
H 1.9349 1.7804 0.7533
H 2.2079 2.3191 -0.8481
H 0.7909 2.8924 0.0216
H -0.7924 -2.4986 1.2939
H -2.3270 -2.8177 0.7432
O -1.3731 -2.7278 0.5532
H 1.4193 -1.2422 1.0671
H 2.9233 -1.4218 1.3396
O 2.0589 -1.7735 1.5631
```

Computed properties:
Net charge: -1
Energy relative to the best compared isomer or geometry (same formula, charge and spin): 26.6 kcal per mole
Highest occupied orbital energy (spin up / spin down): 1.2 / -5.7 eV
Gap between HOMO and LUMO (spin up / spin down): 0.0924 / 0.3389 Eh
Largest force on an atom: 0.0451 hartree/bohr
Multiplicity: 2

---

> The highest energy relative to the best compared isomer or geometry (same formula, charge and spin) belongs to which entry?

C2H4NP

---

> Look up the largest force on an atom of the sixth one.

0.0451 hartree/bohr

---

> energy relative to the best compared isomer or geometry (same formula, charge and spin) of number 5 (CH4OS2)?

8.4 kcal per mole